Entry from the OMol25 dataset: 2 unconnected molecules or ions with the total composition C4H12N2O at a distorted geometry (ωB97M-V/def2-TZVPD).

```
19
Properties=species:S:1:pos:R:3:forces:R:3
O 1.0640 1.3425 -3.1912 0.0639 0.1736 -0.0878
N 0.0990 1.1579 0.6311 0.4150 -0.2614 1.5527
N 2.3872 0.8762 0.1596 1.8300 0.0307 0.5267
C -1.9656 -2.1198 0.5532 1.6502 1.0534 1.3985
C -1.6352 -0.6207 0.8251 -0.6432 0.2711 -1.1313
C 1.3333 1.5208 0.7094 -2.1399 -0.2142 -0.9296
C -0.1417 -0.3111 0.6910 -0.5055 1.6058 -0.5143
H 0.2726 -0.7850 -0.2074 0.0780 -0.5981 0.4101
H 0.3172 -0.5290 1.6573 0.4356 -1.0173 -0.4386
H -2.1811 0.0072 0.0953 0.2556 -0.1847 0.2661
H -2.4943 -2.5262 1.4132 -0.6938 -0.1633 -0.5302
H 2.3862 0.1772 -0.5644 -0.8306 0.0249 0.1459
H 0.9061 2.2841 -3.3618 -0.0978 -0.4807 0.1684
H 0.2163 0.9565 -2.9416 0.0493 0.2739 -0.0114
H 1.5055 2.4297 1.2855 0.6029 0.2834 -0.6175
H -2.3760 -2.2580 -0.4324 -0.3894 -0.3873 -0.0357
H -2.0087 -0.2930 1.7943 0.1804 -0.0442 0.1021
H 3.3018 1.2905 0.2458 -0.1607 0.1043 0.1735
H -0.9867 -2.5997 0.6379 -0.0998 -0.4700 -0.4476
```
Positions in Å, forces in eV/Å.

Properties
- total charge = 0
- E_HOMO (eV) = -8.25
- Kohn-Sham gap (eV) = 9.07
- electronic energy (eV) = -9369.122
- largest force on an atom (eV Å⁻¹) = 2.41

=====

Entry from the OMol25 dataset: a single C5H11NO molecule at a distorted geometry (ωB97M-V/def2-TZVPD).

```
18
Properties=species:S:1:pos:R:3:forces:R:3
O 0.6225 -1.7291 -0.6381 -0.0533 -0.5186 0.6052
N -1.5024 -1.5444 -1.3287 -0.9427 -1.1379 -0.4162
C 0.2940 1.8061 1.7630 1.1978 0.1770 -0.1712
C -0.4542 -1.1845 -0.5299 0.0686 1.2579 -1.0677
C 0.6366 0.7162 0.7097 -1.1500 1.4527 0.9642
C 1.2466 1.4400 -0.4876 1.1344 -0.9626 0.4900
C -0.6714 0.0495 0.3279 0.3250 -0.9303 0.4072
H 0.3182 1.4407 2.7877 -0.7926 -0.2580 0.0290
H -1.5729 -2.5075 -1.6202 0.6130 0.0269 -0.1772
H 1.1277 2.5109 1.7871 0.0279 0.2308 -0.1896
H 2.3133 1.5551 -0.2682 -0.0443 0.2894 -0.1406
H 1.2160 0.8229 -1.3898 -0.2894 0.3702 -0.0779
H -0.5901 2.3821 1.4876 -0.1573 -0.1525 0.2942
H -1.1836 -0.3162 1.2263 -0.0911 0.1651 -0.0017
H -1.3247 0.7794 -0.1513 -0.1198 -0.0966 -0.1465
H 1.2966 0.0508 1.2571 0.2263 -0.4394 -0.6682
H 0.8155 2.4348 -0.5683 -0.1735 -0.0687 -0.4589
H -2.3870 -1.0888 -1.4730 0.2211 0.5947 0.7258
```
Positions in Å, forces in eV/Å.

Properties
- total charge = 0
- E_HOMO (eV) = -9.82
- Kohn-Sham gap (eV) = 10.72
- electronic energy (eV) = -8901.334
- largest force on an atom (eV Å⁻¹) = 2.09

=====

Entry from the OMol25 dataset: a molecular structure, C40H45ClMoN3O4P2SSb (ωB97M-V/def2-TZVPD).

```
98
Properties=species:S:1:pos:R:3:forces:R:3
Sb 0.6001 -2.3575 -1.4202 -0.0689 0.1188 -0.1523
Mo -0.6453 -0.2453 -0.1174 0.4279 -0.3488 0.5770
Cl 3.7574 -5.5829 2.8222 -0.0168 0.0098 0.0083
S -4.7083 -1.3809 -2.2139 -0.1179 -0.0340 -0.0566
P 0.1104 0.8590 -2.2496 -0.0073 0.0869 0.0442
P -1.1479 2.2462 -0.3119 0.0090 -0.1742 0.0640
O -1.7456 -3.5679 3.2125 0.1143 -0.0228 -0.0866
O -1.6131 -0.2472 1.8128 0.0008 0.0999 -0.1417
O 1.1965 -0.1729 0.9981 -0.1645 0.3821 -0.0702
O -0.8335 -2.0996 0.9953 -0.1895 0.0625 0.0920
N -0.4280 2.4059 -1.8235 -0.2071 0.1692 -0.2073
N -2.3503 -0.6299 -0.9871 -0.1986 -0.0419 -0.2153
N 1.8306 0.3163 3.1278 0.0759 0.0205 0.0996
C -3.8836 1.9219 0.1196 -0.0425 -0.0104 0.0506
C 0.8871 3.9792 0.4552 0.0826 -0.0016 0.0886
C -0.5860 1.4502 -4.8261 -0.0488 -0.0139 -0.0124
C 1.8873 -3.8919 3.7817 -0.0571 0.0338 -0.0303
C 4.0707 1.4482 -1.6506 -0.0019 -0.0019 -0.0336
C 0.3661 -2.2665 4.9181 -0.0746 -0.0319 0.0596
C 2.1074 -3.0353 -0.1245 0.0499 -0.0245 0.0180
C 0.6020 -3.3627 3.9123 -0.0132 -0.0382 -0.0710
C 2.4453 0.8073 -3.8136 0.0225 -0.0362 -0.0196
C -2.8693 2.7374 -0.3705 -0.0037 0.0242 -0.0335
C 2.7052 1.3126 -1.4696 0.0156 -0.0152 0.0497
C -0.3661 3.4551 0.7601 -0.0037 0.0219 0.0141
C -3.3728 -0.9526 -1.5090 0.0278 0.0340 0.0462
C 0.8619 1.4006 3.2827 -0.0021 -0.0252 -0.0175
C 2.1384 -4.9835 2.9702 0.0793 -0.0136 -0.0347
C 1.9046 -0.3628 2.0136 0.0819 -0.3174 -0.0826
C -1.2041 1.2449 -6.0468 0.0024 -0.0198 0.0252
C -1.3888 -0.6878 -4.0583 0.0248 -0.0605 0.0112
C -0.1665 -5.0753 2.3783 0.0581 0.0128 -0.0029
C -2.0904 -2.2190 3.0823 0.0071 0.0124 0.1460
C -5.5053 3.5725 -0.5222 0.0077 0.0203 0.0013
C -1.9101 0.0701 -6.2772 0.0073 -0.0025 0.0148
C -0.4136 -3.9545 3.1577 -0.1309 0.0586 0.1471
C 3.8151 0.9470 -3.9903 -0.0175 0.0002 0.0356
C 1.5878 -2.4923 -3.2810 -0.0068 -0.0375 0.0116
C -1.0226 3.8391 1.9309 -0.0071 0.0171 0.0154
C -0.6739 0.4811 -3.8199 -0.0256 0.0267 -0.0651
C -5.2039 2.3447 0.0450 0.0669 0.0224 0.0022
C 1.8820 0.9913 -2.5526 0.0080 0.0491 -0.0415
C -2.0012 -0.8947 -5.2861 0.0139 0.0327 0.0128
C 0.8375 5.2531 2.4947 -0.0637 -0.0134 0.0311
C 1.1078 -5.6049 2.2837 -0.0354 0.0705 -0.0116
C -4.4911 4.3995 -0.9943 -0.0072 -0.0214 0.0435
C 1.4850 4.8827 1.3253 -0.0285 -0.0517 -0.0437
C 4.6261 1.2666 -2.9124 -0.0295 0.0059 0.0106
C -3.1726 3.9933 -0.9048 -0.0365 -0.0401 -0.0378
C -0.4169 4.7324 2.7979 0.0669 0.0256 -0.0483
C -0.8232 -3.9081 -1.5314 0.0029 -0.0276 -0.0152
C -1.4778 -1.5067 1.9137 0.0549 0.0112 -0.0884
C 2.7536 0.0458 4.2308 -0.0579 0.0761 -0.0596
H -1.8123 -3.4971 -1.7225 0.0003 0.0025 -0.0135
H 1.1459 2.2471 2.6577 -0.0153 0.0098 0.0184
H 2.4585 -1.8454 -3.2964 0.0575 0.0419 -0.0089
H 1.3017 -6.4844 1.6874 0.0092 -0.0324 -0.0163
H 0.9215 -2.2503 -4.1042 -0.0100 0.0221 -0.0184
H -5.9923 1.7125 0.4275 -0.0257 -0.0141 0.0083
H 2.1841 -0.2274 5.1173 0.0795 0.0558 -0.0141
H -2.5631 -1.8017 -5.4585 -0.0134 -0.0246 -0.0040
H 1.3011 5.9632 3.1651 0.0154 0.0184 0.0208
H 1.8250 0.5464 -4.6598 -0.0086 0.0035 -0.0120
H -2.3943 -0.0881 -7.2305 -0.0142 -0.0060 -0.0244
H 1.3909 3.6957 -0.4600 -0.0102 0.0165 -0.0134
H 1.9040 -3.5321 -3.3554 0.0216 -0.0182 -0.0645
H -0.1314 1.0509 3.0014 0.0613 0.0856 0.0009
H -3.6490 0.9707 0.5759 0.0186 -0.0468 -0.0353
H -2.0100 3.4557 2.1587 -0.0170 -0.0189 -0.0159
H -3.1742 -2.1747 2.9360 0.0502 -0.0680 0.0120
H 5.6917 1.3786 -3.0543 0.0346 -0.0031 0.0006
H 2.6958 -3.4749 4.3685 0.0259 0.0036 0.0091
H 0.8562 1.7092 4.3241 -0.0006 0.0080 0.0138
H 2.9190 -2.3092 -0.1220 0.0230 -0.0325 -0.0205
H 4.2459 0.8087 -4.9719 0.0092 -0.0069 -0.0251
H 2.6603 -1.1552 1.9923 -0.0116 0.0651 0.0261
H -0.4968 -2.4862 5.5474 -0.0077 -0.0260 0.0038
H -1.8727 -1.6253 3.9736 -0.0372 0.0106 -0.0215
H 3.4150 -0.7726 3.9575 0.0202 -0.0136 0.0297
H 1.2325 -2.1760 5.5712 -0.0399 -0.0648 0.0245
H -0.6534 3.1442 -2.4853 0.1747 -0.0440 0.0938
H 2.4690 -3.9913 -0.4996 0.0516 -0.0173 0.0546
H -6.5344 3.8977 -0.5849 -0.0215 0.0052 -0.0156
H 2.4494 5.3059 1.0819 0.0309 0.0156 -0.0077
H -1.4968 -1.4387 -3.2856 -0.0005 0.0323 -0.0087
H -2.3868 4.6617 -1.2399 0.0254 -0.0115 -0.0224
H -0.8274 -4.4266 -0.5764 -0.0119 -0.0221 0.0234
H 0.1991 -1.2885 4.4597 -0.0374 -0.0066 -0.0390
H 3.3453 0.9348 4.4416 0.0202 0.0105 -0.0085
H -0.5340 -4.5849 -2.3326 -0.0344 -0.0415 0.0065
H 1.6963 -3.1607 0.8740 -0.0262 -0.0268 0.0391
H 2.2795 1.4559 -0.4825 -0.0006 -0.0182 -0.0418
H -1.1341 1.9984 -6.8185 0.0017 0.0138 -0.0193
H -4.7304 5.3639 -1.4181 -0.0114 0.0396 -0.0136
H 4.7058 1.6996 -0.8124 0.0147 0.0135 0.0238
H -0.0261 2.3657 -4.6695 0.0134 0.0128 0.0181
H -0.9996 -5.5349 1.8646 -0.0303 -0.0139 -0.0163
H -0.9282 5.0391 3.6993 -0.0169 0.0121 0.0323
```
Positions in Å, forces in eV/Å.

Properties
- total charge = +2
- E_HOMO (alpha / beta) (eV) = -13.00 / -13.01
- Kohn-Sham gap (alpha / beta) (eV) = 7.20 / 6.70
- multiplicity = 3
- <S²> = 2.04
- electronic energy (eV) = -105189.364
- largest force on an atom (eV Å⁻¹) = 0.80

=====

Entry from the OMol25 dataset: a single C6H11N molecule at a distorted geometry (ωB97M-V/def2-TZVPD).

```
18
Properties=species:S:1:pos:R:3:forces:R:3
N 2.2815 1.3445 0.5592 0.6269 -1.7192 -1.1651
C 0.3480 -0.3165 -0.0034 -0.5974 -2.0170 0.0480
C 1.5913 0.3680 0.1446 1.1079 0.6671 -1.0048
C -1.8249 0.9737 0.0046 -0.7151 -0.5597 0.0053
C 1.4877 -0.7535 -0.8911 2.0329 0.7287 -0.7446
C -0.7241 0.3321 -0.7864 0.8555 1.1875 -2.7342
C -0.1974 -1.2973 0.9930 1.1190 -1.9226 0.8564
H 1.8281 1.8416 1.2829 -0.8849 0.7671 0.9932
H 2.0997 -1.6767 -0.7298 -0.8920 0.8179 0.1397
H -1.9959 1.9441 -0.4436 -1.3537 -0.1716 -0.5292
H 0.2816 -1.0863 1.9855 -0.8019 -0.4486 -0.6251
H -2.6811 0.2430 0.2085 0.8118 1.6376 -0.4604
H 1.4268 -0.4590 -1.9787 0.1101 -0.2484 1.2871
H -0.2039 1.1238 -1.4264 -0.7096 -0.7541 0.7595
H -1.0374 -0.4009 -1.5712 -0.3170 0.4015 0.7595
H 0.0112 -2.4465 0.7323 -0.5736 2.6318 0.4262
H -1.2557 -1.0665 0.9904 -0.1882 -0.7238 0.7678
H -1.4354 1.3324 0.9296 0.3695 -0.2744 1.2207
```
Positions in Å, forces in eV/Å.

Properties
- total charge = 0
- E_HOMO (eV) = -9.11
- Kohn-Sham gap (eV) = 10.01
- electronic energy (eV) = -7887.722
- largest force on an atom (eV Å⁻¹) = 3.10